Entry from the Open Molecules 2025 dataset: a cluster of 5 separate species, C26H63N7O10P in total at a distorted geometry (the ωB97M-V functional and the def2-TZVPD basis).

The geometry in ORCA input format:
```
! wB97M-V def2-TZVPD RIJCOSX def2/J DEFGRID3
* xyz 1 1
C -4.89855 -2.66514 2.53979
O -4.75556 -2.34624 1.16231
C -4.43424 -1.02056 0.92526
C -2.92562 -0.79654 1.06068
O -2.66247 0.34755 1.84106
C -1.31837 0.76913 1.78950
P -0.90152 1.40662 3.47204
O -1.43196 0.49756 4.47178
O -1.60845 2.82926 3.62359
O 0.63696 1.68697 3.61978
C -0.35186 -0.26511 1.23658
N 1.01171 0.14894 1.14955
C 1.84468 -0.66181 1.71241
C 1.71800 -1.18018 3.08798
C 3.04874 -1.12783 0.97336
N -0.79250 -0.46291 -0.19816
C -2.28110 -0.66579 -0.30458
O -2.52402 -1.85137 -1.06124
C -3.16746 -1.61031 -2.16028
N -4.00260 -1.32468 -2.94409
H -5.03977 -1.78568 3.15284
H -5.76608 -3.28564 2.68721
H -4.02801 -3.20275 2.88943
H -4.97129 -0.33190 1.56754
H -4.72976 -0.79816 -0.09432
H -2.54638 -1.67469 1.57177
H -1.28435 1.62356 1.10086
H -1.94640 3.15468 2.78231
H 0.84035 1.95197 4.52396
H -0.41900 -1.23271 1.71341
H 2.00742 -2.22184 3.12154
H 0.69262 -1.14287 3.43879
H 2.32719 -0.62247 3.78377
H 3.92460 -1.11638 1.60642
H 2.84404 -2.17133 0.75785
H 3.23767 -0.54861 0.08525
H -0.57341 0.41330 -0.67568
H -0.25127 -1.18758 -0.67467
H -2.70133 0.16347 -0.85048
C -4.29877 -3.78320 -7.25869
C -3.72304 -5.19668 -7.25598
C -3.52844 -5.79568 -5.85644
O -2.42753 -5.28184 -5.12550
C -2.63494 -4.02012 -4.53370
N -2.48190 -5.20304 -8.03729
H -3.54456 -3.02911 -7.03690
H -4.70022 -3.54642 -8.24310
H -5.10982 -3.68165 -6.53480
H -4.44259 -5.83825 -7.77160
H -3.31826 -6.86075 -5.97261
H -4.44743 -5.71628 -5.26008
H -3.65863 -3.90495 -4.16710
H -2.39598 -3.21213 -5.22974
H -1.94795 -3.93817 -3.68630
H -2.16262 -6.16072 -8.15051
H -1.75854 -4.76572 -7.47353
C -2.36277 8.66720 0.37670
C -1.66656 7.59105 1.20451
C -1.70269 6.19019 0.57666
O -2.95199 5.52319 0.65613
C -3.92278 5.95495 -0.28510
N -2.22396 7.60460 2.56067
H -3.44500 8.64132 0.49092
H -2.03583 9.65388 0.70061
H -2.12635 8.56977 -0.68467
H -0.61204 7.87203 1.27626
H -1.00495 5.55706 1.13413
H -1.34811 6.21186 -0.46293
H -3.46851 6.20072 -1.24836
H -4.48374 6.81062 0.09115
H -4.62886 5.13756 -0.42856
H -1.68007 6.98624 3.15609
H -3.14335 7.17302 2.52605
C 6.68485 -2.70530 7.27219
C 5.42048 -1.88061 7.49528
C 4.44825 -1.88257 6.30734
O 4.83877 -1.08812 5.19773
C 5.83185 -1.66583 4.36858
N 5.80585 -0.52310 7.89299
H 7.42057 -2.17877 6.66620
H 7.16092 -2.92129 8.22722
H 6.45960 -3.65834 6.78933
H 4.88512 -2.33249 8.33472
H 3.50393 -1.44969 6.64807
H 4.22805 -2.90762 5.97789
H 5.70401 -2.74836 4.27862
H 6.83403 -1.43969 4.73396
H 5.73737 -1.21727 3.37856
H 4.97696 -0.00562 8.17111
H 6.13748 -0.03644 7.06487
C 2.27915 1.18174 -5.57306
C 3.58587 0.51820 -5.14586
C 3.47254 -0.34008 -3.87847
O 3.37333 0.38400 -2.65977
C 2.10526 0.92785 -2.37724
N 4.62088 1.54881 -5.02719
H 2.05696 2.07327 -4.98736
H 2.34459 1.49796 -6.61257
H 1.43524 0.49289 -5.48782
H 3.88210 -0.15775 -5.95212
H 4.38890 -0.92547 -3.78487
H 2.64338 -1.05781 -3.95853
H 1.29824 0.26034 -2.71476
H 2.00218 1.91197 -2.83739
H 2.02767 1.04841 -1.29389
H 5.52224 1.10574 -4.87458
H 4.45147 2.06857 -4.17071
*
```

## Properties
- LUMO level (eV) = -3.181
- highest occupied orbital energy (Ha) = -0.3940
- HOMO-LUMO gap (eV) = 7.54

Results of the Mulliken charge analysis, in e, for atoms 1 through 5: atom 1 (C): -0.755, atom 2 (O): -0.411, atom 3 (C): -1.142, atom 4 (C): 0.813, atom 5 (O): -0.490

=====

Entry from the Open Molecules 2025 dataset: a structure of composition C26H64BFN6O11PdS at a distorted geometry (the ωB97M-V functional and the def2-TZVPD basis).

The geometry in ORCA input format:
```
! wB97M-V def2-TZVPD RIJCOSX def2/J DEFGRID3
* xyz -1 4
Pd -1.37673 1.89766 0.46830
F -1.34997 1.64488 2.72436
B -0.27074 -0.11733 -0.11102
H 0.20109 0.43619 -0.90803
H 0.12754 0.08992 0.87013
H -1.33431 0.05919 -0.15446
H -0.02006 -1.14660 -0.31599
S -4.50330 1.76398 1.59965
O -4.72564 3.19292 1.47346
O -5.62185 0.94524 1.32787
O -3.40675 1.31990 0.71678
O -4.09118 1.46238 2.98032
C 0.82810 2.52409 -3.17845
C -0.64657 2.98073 -2.81723
C -1.62364 3.27505 -3.95174
O -1.99344 1.94691 -4.51609
C -2.93988 2.10555 -5.50193
N -1.34108 2.06869 -1.84486
H 1.28105 1.98554 -2.34605
H 1.48448 3.37201 -3.37415
H 0.60075 1.91571 -4.05383
H -0.66978 3.89656 -2.22663
H -1.07124 3.85942 -4.68759
H -2.41224 3.83776 -3.45218
H -3.05339 1.19105 -6.08409
H -2.58357 2.84679 -6.21726
H -3.79884 2.60916 -5.05847
H -2.10486 1.82548 -2.45934
H -0.81192 1.20842 -1.83939
C -1.96916 -3.74691 1.00772
C -1.87271 -3.37364 2.42582
C -0.54032 -3.82223 3.08450
O -0.55410 -5.24819 3.41551
C 0.65337 -5.65497 4.05660
N -1.96612 -1.90486 2.44994
H -2.26317 -4.77456 0.79419
H -1.09025 -3.43998 0.44079
H -2.86311 -3.31712 0.55579
H -2.67465 -3.86053 2.98072
H -0.48675 -3.38738 4.08257
H 0.29828 -3.58987 2.42811
H 1.52564 -5.13679 3.65820
H 0.68978 -6.72987 3.87952
H 0.40418 -5.35875 5.07555
H -1.63653 -1.48401 1.59300
H -2.95698 -1.71106 2.47720
C 2.33966 3.97606 2.15924
C 1.33823 3.96435 1.06394
C 1.86008 4.29111 -0.32592
O 2.30914 5.60435 -0.68242
C 3.05850 5.64818 -1.91380
N 0.81436 2.57395 1.04336
H 2.05860 3.25045 2.92251
H 2.45031 4.99032 2.54282
H 3.32832 3.57968 1.92787
H 0.66322 4.74723 1.40973
H 1.12340 3.92958 -1.04333
H 2.72266 3.67682 -0.58420
H 2.38967 5.70396 -2.77267
H 3.63844 4.73419 -2.04175
H 3.81465 6.43271 -1.94295
H 0.64063 2.33951 2.01029
H 1.50595 1.87065 0.82615
C -5.22140 0.53773 -2.11588
C -4.89903 -0.85753 -1.75051
C -3.93565 -1.42218 -2.73276
O -2.68934 -0.69148 -2.47105
C -1.58105 -1.06679 -3.28123
N -4.46895 -0.91703 -0.39057
H -5.53557 0.69368 -3.14790
H -4.32793 1.16101 -2.07924
H -5.95920 1.00765 -1.46555
H -5.72996 -1.56143 -1.79709
H -4.28097 -1.42746 -3.76660
H -3.57431 -2.42339 -2.49801
H -1.26895 -2.10178 -3.14162
H -0.78146 -0.36583 -3.04164
H -1.79162 -0.82336 -4.32262
H -3.69514 -0.27509 -0.29447
H -3.84482 -1.63859 -0.72211
C 2.25685 -1.33991 5.58922
C 2.43263 -0.01914 4.82042
C 3.02716 -0.44023 3.46721
O 2.97830 0.70712 2.62747
C 3.18567 0.47875 1.23490
N 1.09213 0.52012 4.67965
H 1.74778 -2.11496 5.01629
H 1.74829 -1.17179 6.53854
H 3.11289 -1.93106 5.91453
H 3.10196 0.67549 5.32794
H 2.39345 -1.28158 3.18679
H 4.03236 -0.82907 3.62993
H 2.44580 -0.17138 0.76796
H 4.15532 0.00000 1.09827
H 3.31137 1.37995 0.63479
H 1.11756 0.78872 3.70636
H 0.40211 -0.21668 4.71256
C 2.59100 -2.65733 -3.09124
C 1.87866 -2.82470 -1.91117
C 2.56632 -3.15106 -0.72763
C 3.96893 -3.17664 -0.68802
C 4.73040 -3.14174 -1.87173
C 3.96231 -2.88491 -3.04213
N 4.73569 -3.36555 0.60785
O 4.10701 -2.99460 1.65983
O 5.94380 -3.71960 0.59952
H 2.03930 -2.55392 -4.01392
H 0.81089 -2.70065 -1.80684
H 1.96731 -3.30800 0.15721
H 5.80912 -3.18950 -1.85008
H 4.40812 -2.96403 -4.02264
*
```

## Properties
- LUMO level (spin up / spin down) (eV) = 0.818 / 0.624
- highest occupied orbital energy (spin up / spin down) (Ha) = -0.2148 / -0.2233
- HOMO-LUMO gap (spin up / spin down) (eV) = 6.66 / 6.70

Results of the Mulliken charge analysis, in e, for atoms 1 through 5: atom 1 (Pd): -0.781, atom 2 (F): -0.748, atom 3 (B): 7.290, atom 4 (H): -1.280, atom 5 (H): -0.793

=====

The energy above the lowest of the compared OMol25 structures with the same formula, charge and spin results, record by record, are as follows: 0.0 0.0 kcal per mole.